[1]
This record from the OMol25 dataset describes a structure of composition C19H23NO4PdSb2. The level of theory is the ωB97M-V functional and the def2-TZVPD basis.

```
50
Properties=species:S:1:pos:R:3:forces:R:3
Pd -0.774719 -1.054707 -0.697092 0.151 -0.488 -0.256
C -2.643596 0.416232 -2.221213 0.057 0.073 -0.028
C 4.471940 1.556158 1.708491 -0.434 0.584 1.009
H -0.413137 1.584995 3.629468 -0.030 0.113 -0.199
H -3.561587 1.268048 1.240851 -0.087 0.086 0.036
H 0.092440 3.272661 0.849236 -0.267 -0.080 0.113
Sb 1.701982 -1.084307 -1.460194 0.725 1.182 0.409
H 0.295948 2.378438 -0.685151 -0.020 0.043 0.000
H 0.524027 0.096933 3.278022 0.030 0.040 -0.026
H 3.164682 -1.252770 -3.670563 -0.002 0.041 0.098
C -0.433791 0.598361 3.167148 -0.150 -0.743 0.056
C 2.491457 1.002434 -1.391659 -0.431 -1.207 -0.828
H 3.380466 0.917568 -2.016671 -0.084 0.155 -0.053
H -4.787908 -3.628033 0.567789 -0.039 0.010 -0.004
C 3.205373 -2.174247 -0.465243 -0.142 -0.223 0.089
H -2.687727 2.668596 1.904396 0.091 -0.031 0.062
C -5.285152 -1.975786 -0.762317 0.020 -0.006 -0.001
H 3.256780 -1.891430 0.583445 0.001 0.041 -0.015
C -4.793374 -0.911421 -1.520945 0.021 0.012 -0.141
H -5.433443 -0.281613 -2.124126 -0.033 -0.012 0.015
C -3.081272 -2.500911 -0.036107 0.045 -0.112 0.070
O -0.735709 -2.627772 0.506959 0.072 0.151 -0.111
H -2.809673 2.442378 0.131188 0.035 -0.014 -0.014
H 2.942204 -3.229198 -0.534356 0.046 0.000 0.037
C 4.102553 1.134035 0.466803 -0.812 0.089 -0.690
H 1.835230 -2.436726 -3.749403 0.027 0.034 -0.076
H 3.866455 2.632369 3.492094 -0.001 -0.003 -0.029
C -4.432708 -2.788156 -0.014213 0.045 -0.129 -0.018
H 5.470834 1.367543 2.078232 -0.008 0.002 0.010
C 0.483550 2.364691 0.385397 0.334 -0.223 -0.366
O -1.338627 0.463585 -1.884277 0.031 -0.137 0.058
C -2.719210 1.941931 1.093647 -0.287 -0.440 -0.175
C 2.809923 1.404151 -0.041592 -0.102 0.750 1.602
Sb -0.916878 0.844215 1.122610 0.453 0.997 -0.243
C 2.099965 -1.409016 -3.506791 -0.338 -0.265 -0.168
H 1.596833 3.099712 2.691391 -0.017 0.043 0.046
H -1.214782 -0.004350 3.628063 0.027 0.002 0.066
C -1.933396 -3.213281 0.680939 -0.007 -0.080 0.100
H 4.813051 0.619504 -0.167453 0.022 0.011 -0.027
H 1.706989 1.562000 -1.894925 0.121 0.132 -0.056
H 4.161607 -2.006475 -0.957836 -0.040 0.062 -0.022
H 1.511531 -0.723969 -4.112523 0.007 0.009 0.012
C 3.551191 2.277706 2.519699 0.575 -0.319 -0.200
O -3.140951 1.166773 -3.002424 -0.118 -0.078 0.162
C 2.281483 2.535167 2.071178 0.119 -0.091 0.059
H -6.348178 -2.176965 -0.758618 -0.004 -0.003 -0.002
O -2.090300 -4.196206 1.335928 -0.144 0.132 -0.077
C 1.857776 2.102114 0.806993 0.984 -0.637 -0.727
N -2.667001 -1.475481 -0.766058 -0.459 0.456 0.534
C -3.433148 -0.675477 -1.498217 0.017 0.066 -0.093
```
Positions in Å, forces in eV/Å.

For the HOMO energy (spin up / spin down), the calculation gives -14.723 / -14.212 eV. As for the total charge: +2.

Taken from the Löwdin analysis, the atomic charges in e are: Pd 0.730; C -0.537; C -0.012; H 0.041; H 0.028; H 0.102; Sb 1.454; H 0.064; H 0.032; H 0.036; C -0.227; C -0.244; H 0.086; H 0.146; C -0.265; H 0.042; C 0.033; H 0.021; C 0.065; H 0.145; C -0.141; O -0.216; H 0.037; H 0.028; C -0.036; H 0.027; H 0.123; C 0.068; H 0.127; C -0.224; O -0.258; C -0.232; C -0.258; Sb 1.610; C -0.253; H 0.123; H 0.033; C -0.527; H 0.126; H 0.070; H 0.032; H 0.031; C -0.020; O 0.173; C -0.052; H 0.135; O 0.178; C -0.262; N -0.029; C -0.153

***

[2]
This record from the OMol25 dataset describes the ion C5H9N4 with charge +1. The level of theory is the ωB97M-V functional and the def2-TZVPD basis.

```
18
Properties=species:S:1:pos:R:3:forces:R:3
H -1.782111 -0.155114 0.248183 2.404 1.259 -0.434
H 2.088280 -0.595078 0.906918 1.858 1.238 1.149
H -0.325809 -2.281759 2.994287 -0.731 -0.734 0.064
C 1.384715 -0.998527 0.272334 -3.972 -1.005 2.202
C -1.006468 1.524485 -1.114702 -0.285 -1.435 1.369
H 1.831363 -1.541853 -0.497331 0.890 -1.393 -1.046
H -1.760771 2.882033 -2.089884 0.759 3.170 -3.694
C 0.341565 -1.695613 2.427313 0.071 1.755 5.938
N 0.496584 -1.829531 1.170536 3.313 0.891 -6.562
N 0.974123 0.809894 -1.326558 0.983 1.026 -1.522
H -2.950627 2.240069 -1.222255 -1.047 -0.398 0.856
N -1.982240 2.412222 -1.314459 0.867 -2.927 2.084
C 0.514183 0.015246 -0.346931 -4.145 0.853 0.804
H -0.028317 -2.402963 0.611481 -1.703 -1.897 -0.873
H 1.917002 0.620795 -1.715712 -0.883 0.953 -0.097
H 1.009384 -1.093488 3.035682 0.105 -0.008 -0.442
N 0.139921 1.697300 -1.817505 1.831 0.254 -0.512
C -0.860777 0.391884 -0.221399 -0.317 -1.601 0.717
```
Positions in Å, forces in eV/Å.

Its spin multiplicity is 3. For the HOMO energy (spin up / spin down), the calculation gives -8.892 / -14.346 eV. As for the expectation value of S²: 2.0186. For the energy above the lowest of the compared OMol25 structures with the same formula, charge and spin, the calculation gives 65.5 kJ/mol. As for the total charge: +1.

Taken from the Löwdin analysis, the atomic charges in e are: H 0.166; H 0.114; H 0.048; C -0.056; C -0.297; H 0.121; H 0.083; C -0.086; N -0.093; N 0.081; H 0.146; N 0.309; C -0.180; H 0.104; H 0.213; H 0.064; N 0.156; C 0.107

***

[3]
This record from the OMol25 dataset describes a structure of composition C4H7NSi. The level of theory is the ωB97M-V functional and the def2-TZVPD basis.

```
13
Properties=species:S:1:pos:R:3:forces:R:3
H 1.240463 1.668019 0.616566 -0.092 0.046 0.003
H 0.755909 1.317042 -1.064673 -0.145 0.083 -0.038
Si -2.840055 -0.181613 0.154804 3.362 -0.768 0.275
H -0.407820 -1.903436 0.500894 0.151 -0.060 0.006
N -0.326224 -0.912574 0.297773 -2.029 -0.217 0.167
H -2.860841 1.130205 -0.446293 -0.117 0.314 -0.191
C 0.869996 -0.464592 0.238662 1.003 1.453 -0.646
C 1.283932 0.925163 -0.185339 -0.237 0.847 -0.243
H -3.036479 -0.274959 1.587747 -0.261 0.029 0.208
H -3.169228 -1.342561 -0.645556 -0.283 -0.130 -0.177
C 2.637646 0.274178 -0.379611 -1.406 0.046 0.309
C 2.352442 -0.920316 0.201488 -0.262 -1.542 0.265
H 3.500265 0.685444 -0.876466 0.316 -0.102 0.063
```
Positions in Å, forces in eV/Å.

For the HOMO energy (spin up / spin down), the calculation gives -6.255 / -6.256 eV. For the energy above the lowest of the compared OMol25 structures with the same formula, charge and spin, the calculation gives 408.8 kJ/mol. As for the total charge: 0.

Taken from the Löwdin analysis, the atomic charges in e are: H 0.090; H 0.084; Si 0.894; H 0.051; N 0.056; H -0.120; C -0.410; C -0.202; H -0.116; H -0.114; C -0.180; C -0.101; H 0.067

***

[4]
This record from the OMol25 dataset describes a cluster of 2 separate species, C23H20Cl3NO in total. The level of theory is the ωB97M-V functional and the def2-TZVPD basis.

```
48
Properties=species:S:1:pos:R:3:forces:R:3
Cl -0.106150 2.694172 7.978552 0.265 -0.236 1.125
C -2.786995 4.802090 12.414795 -0.093 -0.577 -0.194
C -3.516797 6.699612 11.076165 0.688 -0.626 -0.497
H 3.266799 -2.624265 7.425569 -0.067 -0.116 -0.262
H -2.971992 4.094964 13.232513 0.063 0.424 -0.285
N 1.269795 -0.354968 6.712570 -1.305 0.828 -0.171
H 1.174562 -2.123069 5.488340 -0.288 0.596 0.162
C -2.353833 6.555330 10.309645 -0.504 0.722 0.259
C -2.903586 -2.118980 7.313727 0.109 -0.335 0.110
H -2.212285 2.617424 6.491459 0.364 -0.779 -0.110
H 1.337987 2.823949 11.445140 0.017 0.510 0.225
H -4.319857 0.693313 6.014962 -0.161 0.061 0.019
Cl 2.453620 4.596016 9.531684 1.277 0.060 -0.764
H 2.618139 0.954321 5.712711 -0.260 -0.115 0.157
C 2.539823 0.417124 6.667735 0.050 0.391 -0.164
C -2.229736 0.413550 6.330961 0.256 -0.258 0.552
H -0.787381 -2.370038 7.724333 -0.494 0.021 -0.217
H 4.101972 -0.584018 7.771589 0.084 0.173 -0.294
H 4.393058 -0.403303 6.015149 0.186 -0.095 0.232
C -1.223768 -0.483669 6.769670 -0.251 0.412 -0.118
H -2.126121 7.341705 9.582044 0.060 -0.605 0.021
H -1.757140 2.003115 4.920046 0.326 -0.305 0.290
H 2.611268 1.156498 7.469865 -0.443 -0.105 -0.077
O 0.035881 6.352300 8.889478 0.704 0.262 -0.669
H -4.648241 5.793893 12.715171 0.506 0.139 -0.316
C -0.082730 5.564842 9.826899 -0.346 -0.381 0.718
C -1.563611 -1.743768 7.283960 -0.098 -0.030 0.090
C -1.602464 4.636485 11.642609 0.599 0.798 0.391
C 0.062938 0.193937 6.711177 0.784 0.106 0.015
C -0.512090 3.755156 12.012126 -0.335 0.223 -1.395
C 3.647587 -0.621213 6.777277 0.214 0.344 0.279
C -3.897368 -1.250222 6.841067 0.334 0.057 -0.215
H -4.244180 7.487778 10.848962 0.380 -0.319 0.186
C 0.963405 4.645347 10.318797 -2.779 -0.054 -0.097
H 0.597441 2.228290 5.919290 -0.951 -1.152 -0.045
H -3.189688 -3.105012 7.709986 0.203 0.602 -0.173
C -3.557121 0.013071 6.359033 0.048 -0.143 -0.028
C -0.185898 1.682978 6.517305 0.000 1.039 -1.000
Cl -0.719810 2.663056 13.317241 -0.234 -0.723 0.701
C -1.679781 1.773509 5.997921 0.454 0.281 -0.208
H -4.941474 -1.563955 6.840495 0.294 0.096 0.085
C -1.406483 5.544217 10.552873 1.014 -0.589 0.834
H 3.374391 -2.443351 5.655120 0.038 -0.154 0.211
H 1.023221 -2.434882 7.198754 -0.079 0.442 0.013
C 0.662734 3.667169 11.279734 -0.684 0.691 0.231
C 3.010480 -1.988120 6.576999 0.527 -0.248 -0.171
C -3.727019 5.770051 12.110462 -0.331 -0.229 0.377
C 1.514430 -1.781648 6.476548 -0.140 -1.101 0.188
```
Positions in Å, forces in eV/Å.

For the HOMO energy, the calculation gives -5.032 eV. As for the total charge: 0.

Taken from the Löwdin analysis, the atomic charges in e are: Cl 0.771; C -0.075; C -0.100; H 0.118; H 0.076; N 0.020; H 0.146; C -0.035; C -0.054; H 0.122; H 0.094; H 0.122; Cl 0.638; H 0.136; C -0.095; C -0.148; H 0.104; H 0.121; H 0.117; C -0.102; H 0.111; H 0.133; H 0.132; O -0.055; H 0.098; C -0.472; C -0.001; C -0.196; C -0.098; C -0.670; C -0.147; C -0.036; H 0.094; C -0.718; H 0.116; H 0.118; C -0.004; C -0.561; Cl 0.638; C -0.119; H 0.117; C -0.092; H 0.116; H 0.108; C -0.200; C -0.153; C -0.116; C -0.117

***

[5]
This record from the OMol25 dataset describes an isolated molecule of C6H8N2O2S. The level of theory is the ωB97M-V functional and the def2-TZVPD basis.

```
19
Properties=species:S:1:pos:R:3:forces:R:3
C 0.734742 1.671823 0.392622 -1.060 -0.666 0.245
C 0.099045 -0.728062 0.230963 -1.187 -0.929 0.500
H 0.136817 2.521167 0.608339 -0.424 0.922 0.226
H -1.662908 1.968611 -0.652914 0.215 0.026 0.413
C -0.950346 -1.667129 0.041929 3.043 -3.212 1.618
H -3.082439 -1.964774 -0.631542 0.721 -0.851 0.243
H -3.379138 0.377474 -0.902774 -2.542 0.706 -0.907
C -2.192569 -1.370092 -0.464456 -3.645 3.159 -1.371
H -0.772462 -2.761007 0.370293 0.118 1.990 -0.640
N 1.317783 -0.964493 0.707712 0.144 -3.683 1.364
N -0.226998 0.612534 0.034602 1.572 0.254 -0.041
C -2.471669 0.000095 -0.643445 3.430 -2.327 1.442
H 1.551297 -2.068628 1.048503 -1.347 3.862 -1.475
H 1.427091 1.903582 -0.377188 0.530 -0.011 -0.780
S 3.136389 -0.485978 -0.223798 1.481 2.204 0.019
H 1.253957 1.393538 1.286694 0.386 -0.178 0.418
C -1.489748 0.944987 -0.340203 -0.703 0.916 -0.955
O 2.767866 0.374757 -1.353319 0.060 -1.066 0.867
O 3.803294 0.241588 0.867989 -0.792 -1.117 -1.187
```
Positions in Å, forces in eV/Å.

Its spin multiplicity is 3. For the HOMO energy (spin up / spin down), the calculation gives -5.747 / -9.688 eV. As for the expectation value of S²: 2.0229. For the energy above the lowest of the compared OMol25 structures with the same formula, charge and spin, the calculation gives 29.0 kJ/mol. As for the total charge: 0.

Taken from the Löwdin analysis, the atomic charges in e are: C -0.012; C -0.349; H 0.079; H 0.118; C -0.033; H 0.096; H 0.078; C -0.122; H 0.138; N -0.017; N -0.069; C -0.038; H 0.186; H 0.064; S 0.799; H 0.084; C -0.071; O -0.462; O -0.466